{"formula": "C5H11NP", "method": "ωB97M-V/def2-TZVPD", "elements": ["C", "C", "P", "C", "C", "N", "C", "H", "H", "H", "H", "H", "H", "H", "H", "H", "H", "H"], "xyz": [[0.739550, 1.246528, 0.191423], [-0.762878, 1.341555, 0.626465], [-1.926177, -0.033693, -0.136801], [-0.901425, -1.376586, 0.637326], [0.564282, -1.154700, 0.270314], [0.657684, 0.041192, -0.661827], [-0.669107, 0.075412, -1.442202], [1.020855, 2.044780, -0.450952], [1.371521, 1.025824, 0.952081], [-0.738252, 1.185140, 1.745236], [-1.307837, 2.283674, 0.189830], [-1.384540, -2.260416, 0.429692], [-0.916804, -1.411800, 1.792585], [1.323511, -0.852057, 0.998926], [0.791096, -2.126709, -0.100038], [1.537719, 0.093027, -1.156270], [-0.653378, 0.977032, -2.022804], [-0.560005, -0.644520, -2.124276]], "forces_ev_per_angstrom": [[-4.73, -0.26, -2.17], [-1.45, 1.39, 0.89], [1.95, 1.07, 1.34], [0.30, 2.58, 3.65], [0.06, -0.01, -0.08], [-0.29, -0.96, -0.23], [1.74, 2.09, 1.14], [0.47, 0.84, -0.18], [1.97, -0.05, 2.28], [-0.82, 0.93, -1.13], [1.39, -1.29, 1.63], [-0.17, -2.50, -1.18], [-0.52, 0.63, -1.61], [-0.75, -0.81, 0.63], [1.27, -0.24, -1.31], [0.01, -0.90, -1.06], [-0.34, 0.80, -0.05], [-0.09, -3.32, -2.58]], "mulliken_charge": [-0.738, -0.566, -0.062, -0.721, -0.408, -0.206, -0.755, 0.393, 0.408, 0.361, 0.374, 0.545, 0.323, 0.346, 0.307, 0.332, 0.488, 0.579], "de_lowest_ev": 0.403, "charge": 1, "smiles": "C1CP2CC[NH+]1C2", "homo_lumo_gap_ev": 11.4, "energy_ha": -592.911546}